The following is a quantum chemistry calculation of 11 unconnected molecules or ions with the total composition C56H130N6O15, from the OMol25 dataset.

```
! wB97M-V def2-TZVPD RIJCOSX def2/J DEFGRID3
* xyz 0 1
C -0.1493 1.5374 0.9887
H 1.8308 4.2965 -0.0720
H -6.8529 1.4467 3.5697
H 1.8717 0.3417 -4.4799
C -5.8910 -2.4595 -3.3931
O 1.5517 5.9265 -1.2502
H -0.3192 0.9338 -5.4554
H 2.2543 6.5186 1.3804
H 0.9840 2.0789 -5.8159
H 2.6203 -4.3490 4.2240
C 5.6538 -2.1416 -0.1335
H 2.0389 -2.5712 -8.5171
H 4.4547 1.5025 -0.2061
H 1.4508 4.3367 2.2922
H 2.4534 -4.0266 1.8936
C 2.3584 5.1791 -0.3987
H -5.1390 2.4671 0.6114
H -0.6021 -0.5809 -0.9636
H 1.0446 -2.7251 3.7090
O -1.5922 3.3859 4.9341
C -2.3473 0.4318 0.8755
C -0.5834 4.1852 4.7354
C 1.1760 4.6688 3.2890
H 4.1408 -3.6243 2.0604
C 1.6700 0.0265 -5.4848
C -1.3833 0.0193 8.7113
H -0.5038 -3.5557 -5.0548
C 0.0150 -2.4225 3.9451
H 3.0905 5.2896 4.1068
H -6.1308 1.2451 1.9287
H -3.7764 0.2461 -2.2024
H 1.9011 -0.3806 -0.0369
H 4.2740 -4.7529 4.1754
H 3.3709 6.9344 0.2180
H 2.9653 -5.8806 3.5967
H 4.9875 -0.8517 -2.5149
H -1.5606 2.3934 -0.4129
C -1.7266 7.1584 -1.5405
C -3.1328 -0.6496 1.6118
H -0.4984 2.0223 1.9366
H -6.4830 3.7684 2.6857
H 6.4673 -2.8136 -0.4166
C 0.6426 1.0461 -6.0217
N -4.4244 3.5433 2.2365
H -3.1815 -4.2370 -0.4358
H -0.8601 -3.0335 -3.4440
H 0.7588 5.7219 3.3691
H -0.0418 3.2998 -0.3649
C 2.2570 -2.3142 -7.5107
H -0.5179 -2.1093 2.9993
H -2.0189 7.8654 -2.3484
H -5.3050 4.2540 -1.0518
H -7.4541 -1.2615 -4.1619
H -1.8690 4.7763 -3.7071
H -2.6063 1.3974 1.3561
C 3.4245 -4.4370 2.1179
C 1.3313 -5.5440 0.2134
H -6.4850 -2.3154 -0.7896
H 0.8136 -3.2767 -4.0148
H -5.5531 -5.2907 -0.8280
C 1.1026 -1.0551 0.3287
C -0.1998 -2.8872 -4.2711
H 2.0999 4.3721 5.2338
H 0.6513 -0.9878 -7.5095
H -2.6229 0.4452 6.9753
H 3.3271 2.1229 1.0884
O 0.1189 -1.3768 4.8704
O -1.3802 2.7159 -3.7111
C -6.2954 -4.4486 -0.9217
H 6.8826 -6.0588 1.9519
N 3.6216 -5.4746 1.1887
H 6.0584 -2.6162 -4.7476
C -2.3182 2.1157 -3.0592
H 3.8439 -6.2042 -2.7315
H 4.3492 -5.4479 -1.2852
H -4.7660 5.6901 2.4728
H 4.0398 -3.9225 -3.9546
C -3.4758 -0.0274 -3.2315
C -4.0021 4.9035 2.6258
C 3.3245 -4.8438 3.5889
H 2.6989 -3.2371 -7.0359
O -0.3877 5.1658 5.3975
H -2.5279 -2.6940 -1.0285
C 4.8671 -1.7044 -3.1571
C 0.9419 -1.7506 -6.8257
H 2.6368 0.0344 -5.9967
H -6.8942 -4.6100 0.0061
N -5.0234 -2.6371 -2.1606
C 6.0818 -5.4003 1.5931
H 0.4135 0.8913 -7.0798
N 1.1885 -1.3212 -5.4611
H -3.1891 -0.3642 2.7082
C -3.8867 -3.5561 -2.4782
H -1.8879 7.4417 -0.5473
C -1.7161 2.1616 4.1665
H 0.0944 -0.8152 -3.8063
H 0.5768 -6.1377 -0.2536
H 0.1642 -2.4839 -6.7404
H -2.7369 -1.6505 1.7161
H -6.9398 -4.6423 -1.7703
H -2.2712 6.2413 -1.7665
H -2.0219 -4.2961 -1.6819
H -2.0297 0.3560 9.5183
H 6.0574 -0.9639 -4.7189
C 4.8348 -6.2592 1.4864
H -1.7405 -0.9883 8.6232
H -2.3623 6.2031 2.3810
N 4.7407 -2.9173 -2.3174
H 5.9893 -4.5017 2.2425
H -1.0352 4.0634 -2.1639
C 2.4201 4.4710 4.2365
O -2.0506 -1.4779 5.6404
H 0.8410 5.0780 -3.5190
C 4.4651 -5.3959 -2.3625
H -2.2021 4.6380 1.6278
H 1.4211 1.2791 3.5004
O -0.3237 6.9246 -1.7203
C -2.8444 5.3921 1.8215
C -5.9587 1.6562 2.9834
N -0.8906 0.2601 0.9953
H -6.3940 -0.3120 -3.0270
C 6.1009 -1.8029 -4.0206
H -2.7123 0.5317 -0.1948
H 1.7234 -4.8595 -0.5120
H -3.0499 -1.0448 -3.3359
H -0.3608 -0.0400 9.0617
C -1.5569 0.5938 7.2805
C -0.9449 -1.0098 5.6135
C 4.4543 -2.7225 -0.9330
H 5.4993 -5.4616 -2.6150
H -3.6893 3.2460 0.2879
H 0.8297 3.3599 -3.7006
H 7.0957 -1.7884 -3.4603
H 3.1045 -1.6413 -7.4686
H -6.6398 4.1111 0.0286
C -2.8702 -3.6994 -1.3091
H -4.0781 -0.8025 1.1086
O -3.0196 2.5826 -2.2261
H 3.9274 -1.6132 -3.6817
C 4.1794 -0.0756 2.7304
C -0.4372 2.3047 -0.2551
H 3.5960 -2.0910 -0.8141
O 3.9644 -1.2493 2.9089
H -3.7801 4.8558 3.6804
H 5.8468 -1.1279 -0.4810
C 2.0930 0.4418 3.6778
H -0.0486 1.7470 -1.1333
O -2.4973 0.9261 -3.6985
H 2.1668 -6.8632 1.7863
C 2.4866 -6.3295 0.9059
H -3.3659 -3.1333 -3.3713
H 0.2378 4.2853 -5.0868
C -4.6612 3.4409 0.7506
C -1.0861 4.0883 -3.3071
H -5.1102 1.1053 3.4288
H -3.2356 5.7857 0.9055
H -2.4961 1.5643 4.6775
C 5.2759 1.6846 1.7973
H 3.0220 3.5822 3.9296
H 1.7764 -0.4390 3.1708
H 2.8667 -7.1824 0.3628
H -0.8968 -1.0254 -5.2194
H 6.4804 -5.0632 0.6167
H -0.4383 -3.2334 4.4626
H 5.0388 2.2596 2.7465
H -0.8680 -1.7064 0.2565
H -0.8391 1.5900 4.0213
O -0.5618 -0.0009 6.4065
H -5.5328 5.4829 0.2113
C -5.6943 -3.0717 -0.9730
H 3.6521 5.5401 1.3577
H 4.9920 -6.9746 0.6805
H -1.3971 1.6554 7.2732
H -4.2142 -4.5382 -2.8593
H 1.3518 -1.1431 1.3886
H 5.3960 -2.0783 0.9557
C 4.3440 2.1278 0.7086
C -5.6128 4.4223 -0.0147
H -5.2018 -2.2769 -4.1968
C -0.0558 -1.4520 -4.6663
O 0.1276 3.7979 3.6556
O 3.3861 0.9307 3.2225
H -7.5562 -1.4640 -2.4324
C -0.3611 -0.7610 0.1041
H 6.3262 1.8504 1.5609
H 4.5318 3.1688 0.3758
C -6.8359 -1.2718 -3.2425
O -0.1990 5.6781 0.1349
H -6.4403 -3.3878 -3.5349
H 0.9353 1.3122 1.1320
H 4.6990 -6.9329 2.3472
O 5.2299 0.2926 2.0619
H 1.3713 -1.9842 -0.2071
C 2.9553 6.0597 0.6319
H -2.1526 2.3883 3.1930
C 0.3072 4.2765 -3.9574
C -5.6321 3.1558 3.0054
H 4.2131 -3.7120 -0.4902
H 2.1258 0.2514 4.7595
H 2.8350 -3.9388 -2.6993
H -5.0112 -2.9564 -0.1028
C 3.9160 -4.0330 -2.8744
C 0.3058 6.1760 -0.8551
H 0.7530 -4.8879 0.8782
H -4.3368 0.0830 -3.8874
H -5.5178 3.4570 4.0532
H 3.1335 4.8823 -1.1475
*
```

Values from the calculation:
HOMO, eV: -7.7
SMILES: CCOC(=O)OC.CCOC(=O)OC.CCOC(=O)OC.CCOC(=O)OC.CCOC(=O)OC.CCN(CC)CC.CCN(CC)CC.CCN(CC)CC.CCN(CC)CC.CCN(CC)CC.CCN(CC)CC
Max |F|, eV Å⁻¹: 3.6
Relative energy (zero: lowest compared OMol25 entry of this formula, charge and spin), eV: 1.925
Calculated total energy, eV: -99829.749